Entry 1:
# C28H47BBrFN3O2

C28H47BBrFN3O2 as an isolated structure at a distorted geometry (the ωB97M-V functional and the def2-TZVPD basis, the OMol25 dataset).

ORCA input file:
```
! RIJCOSX wB97M-V def2-TZVPD def2/J DEFGRID3
* xyz 1 1
C -1.548 2.944 -0.380
O -2.518 1.955 -0.111
C -2.394 1.429 1.207
C -1.140 0.593 1.376
C -1.278 -0.595 2.340
C -0.378 -1.755 1.937
C 1.006 -1.702 2.566
C 2.071 -2.351 1.688
C 1.739 -3.754 1.170
C 2.313 -4.054 -0.220
C 1.937 -2.983 -1.255
C 1.045 -3.562 -2.346
C -0.350 -4.025 -1.829
C -1.504 -3.464 -2.580
C -2.123 -4.202 -3.601
Br -1.516 -5.899 -4.135
C -3.208 -3.695 -4.284
C -3.673 -2.438 -3.956
C -3.058 -1.701 -2.961
B -3.679 -0.267 -2.613
N -4.623 -0.091 -1.518
O -3.331 0.777 -3.384
N -1.989 -2.230 -2.296
C -1.374 -1.398 -1.257
C -0.484 -0.294 -1.818
C -0.096 0.694 -0.733
C 0.967 1.653 -1.247
C 1.415 2.723 -0.232
N 0.418 3.177 0.728
H -1.512 3.684 0.419
H -1.825 3.464 -1.288
H -0.562 2.504 -0.529
H -2.406 2.269 1.905
H -3.287 0.844 1.388
H -0.862 0.231 0.388
H -0.329 1.229 1.723
H -2.311 -0.933 2.300
H -1.105 -0.255 3.356
H -0.861 -2.692 2.196
H -0.257 -1.758 0.853
H 1.251 -0.654 2.721
H 1.019 -2.162 3.549
H 2.976 -2.445 2.281
H 2.302 -1.644 0.893
H 2.171 -4.455 1.876
H 0.675 -3.978 1.143
H 1.862 -4.981 -0.564
H 3.378 -4.236 -0.150
H 2.811 -2.526 -1.706
H 1.418 -2.173 -0.745
H 1.546 -4.425 -2.771
H 0.933 -2.837 -3.148
H -0.403 -5.101 -1.835
H -0.423 -3.730 -0.787
H -3.668 -4.277 -5.062
H -4.521 -2.033 -4.483
H -4.216 0.185 -0.634
H -5.211 -0.899 -1.352
H -3.931 1.510 -3.182
H -0.754 -2.006 -0.618
H -2.150 -1.003 -0.612
H -0.948 0.202 -2.663
H 0.417 -0.779 -2.180
H -0.994 1.236 -0.449
H 0.251 0.169 0.157
H 0.578 2.116 -2.151
H 1.807 1.040 -1.565
H 1.714 3.592 -0.809
H 2.305 2.370 0.277
H 0.321 2.504 1.475
H -0.473 3.351 0.287
F 5.273 5.866 5.158
C 4.327 5.600 4.237
C 3.965 4.288 4.014
C 2.987 4.021 3.066
C 2.392 5.053 2.353
C 2.780 6.365 2.597
C 3.751 6.648 3.547
H 4.443 3.496 4.575
H 2.688 2.995 2.884
H 1.633 4.828 1.615
H 2.324 7.175 2.043
H 4.061 7.663 3.755
*
```

Orbital gap = 6.6 eV
Lowest unoccupied orbital energy = -3.84 eV
Calculated total energy = -4108.1201 Eh

Entry 2:
# C28H47BrIrNO3P3

C28H47BrIrNO3P3 as an isolated structure at a distorted geometry (the ωB97M-V functional and the def2-TZVPD basis, the OMol25 dataset).

ORCA input file:
```
! RIJCOSX wB97M-V def2-TZVPD def2/J DEFGRID3
* xyz 4 6
C -0.035 4.284 -3.155
C -0.126 2.939 -3.603
C -0.386 2.715 -4.983
C -0.636 3.826 -5.808
N -0.557 5.076 -5.353
C -0.272 5.321 -4.079
C -0.082 1.851 -2.615
C -0.446 1.724 -1.305
C -1.377 2.269 -0.338
C -0.949 2.545 0.974
C -1.885 2.687 1.997
C -3.221 2.308 1.747
C -3.693 2.325 0.416
C -2.765 2.186 -0.617
Ir 0.239 0.063 -1.942
P 1.894 -0.622 -0.609
H -0.403 1.702 -5.395
H 0.201 4.546 -2.122
H -0.891 3.683 -6.863
H -0.225 6.365 -3.744
H -3.103 1.910 -1.624
H 0.128 2.506 1.193
H -4.747 2.392 0.209
H -1.538 3.006 2.966
C 1.569 -1.761 0.810
C 2.320 -3.086 0.822
H 0.482 -1.911 0.863
H 1.805 -1.192 1.722
H 1.984 -3.685 1.680
H 2.154 -3.693 -0.074
H 3.402 -2.942 0.938
C 2.883 -1.491 -1.892
C 2.958 -0.605 -3.131
H 2.354 -2.422 -2.137
H 3.869 -1.738 -1.486
H 3.114 -1.232 -4.018
H 2.000 -0.050 -3.281
H 3.779 0.123 -3.059
C 3.046 0.571 0.206
C 4.409 0.025 0.649
H 2.508 0.950 1.089
H 3.179 1.405 -0.496
H 5.041 0.868 0.963
H 4.332 -0.654 1.511
H 4.948 -0.496 -0.153
Br -4.275 1.706 3.093
P -1.914 -2.450 -1.548
C -0.248 -3.186 -1.671
C -0.285 -4.714 -1.503
H 0.380 -2.748 -0.878
H 0.198 -2.911 -2.642
H 0.729 -5.130 -1.508
H -0.767 -4.998 -0.559
H -0.845 -5.169 -2.326
C -2.314 -2.578 0.238
C -3.707 -3.147 0.545
H -2.233 -1.562 0.655
H -1.549 -3.206 0.719
H -3.842 -3.193 1.633
H -4.509 -2.525 0.133
H -3.829 -4.162 0.154
C -2.498 -0.767 -1.906
C -2.683 -0.549 -3.406
H -1.659 -0.164 -1.435
H -3.410 -0.528 -1.341
H -2.880 0.504 -3.636
H -1.769 -0.856 -3.930
H -3.531 -1.141 -3.777
C 2.688 -0.317 5.318
O 2.081 -0.343 4.015
P 0.996 0.805 3.528
O -0.464 0.058 3.597
C -0.846 -0.842 4.650
O 0.982 1.790 4.849
C -0.037 2.790 5.051
H 3.314 0.573 5.457
H 3.320 -1.210 5.350
H 1.934 -0.379 6.115
H -0.445 -1.849 4.468
H -0.535 -0.484 5.644
H -1.940 -0.875 4.612
H -1.049 2.354 5.063
H 0.168 3.240 6.029
H 0.014 3.572 4.278
*
```

Orbital gap (spin up / spin down) = 7.0 / 3.8 eV
Lowest unoccupied orbital energy (spin up / spin down) = -11.41 / -14.67 eV
Calculated total energy = -5076.2062 Eh

Entry 3:
# C28H47F2InNO4

C28H47F2InNO4 as an isolated structure at a distorted geometry (the ωB97M-V functional and the def2-TZVPD basis, the OMol25 dataset).

ORCA input file:
```
! RIJCOSX wB97M-V def2-TZVPD def2/J DEFGRID3
* xyz -1 1
C 7.330 -1.866 -0.809
C 6.305 -1.416 -1.866
C 6.273 0.102 -2.142
C 4.890 0.747 -1.981
C 4.622 1.305 -0.583
C 3.457 2.301 -0.526
C 2.109 1.621 -0.277
C 0.953 2.600 -0.072
C 0.282 3.132 -1.343
C -0.101 2.094 -2.411
C -1.598 2.106 -2.771
In -2.744 0.962 -1.263
C -4.944 0.922 -1.559
C -5.694 0.264 -0.452
C -6.578 -0.793 -0.703
C -7.275 -1.420 0.316
C -7.120 -1.006 1.631
C -6.256 0.049 1.901
C -5.555 0.668 0.878
N -1.865 -1.085 -1.400
C -2.033 -1.697 -2.632
O -1.280 -2.388 -3.235
F -3.242 -1.382 -3.195
C -2.106 -1.874 -0.323
O -1.862 -1.686 0.824
F -2.722 -3.058 -0.690
H 7.512 -1.043 -0.118
H 8.276 -2.144 -1.271
H 6.937 -2.701 -0.234
H 6.487 -1.948 -2.800
H 5.316 -1.728 -1.527
H 6.618 0.284 -3.160
H 6.975 0.591 -1.463
H 4.126 0.004 -2.220
H 4.770 1.545 -2.717
H 4.361 0.464 0.067
H 5.535 1.742 -0.173
H 3.635 3.039 0.257
H 3.406 2.813 -1.491
H 2.201 0.993 0.613
H 1.913 0.939 -1.104
H 1.367 3.460 0.468
H 0.204 2.161 0.586
H 0.907 3.913 -1.784
H -0.640 3.634 -1.038
H 0.169 1.093 -2.072
H 0.493 2.275 -3.313
H -1.976 3.129 -2.813
H -1.728 1.649 -3.754
H -2.317 1.555 0.338
H -5.256 1.964 -1.650
H -5.193 0.429 -2.499
H -6.707 -1.128 -1.725
H -7.946 -2.238 0.087
H -7.652 -1.497 2.434
H -6.104 0.390 2.917
H -4.891 1.488 1.118
C -9.148 2.695 2.080
C -8.859 4.186 2.246
C -7.609 4.348 1.388
O -7.720 3.394 0.338
C -8.768 2.467 0.624
H -10.180 2.419 2.294
H -8.494 2.109 2.730
H -9.680 4.779 1.836
H -8.700 4.492 3.280
H -6.702 4.138 1.966
H -7.516 5.345 0.952
H -9.610 2.674 -0.048
H -8.407 1.454 0.437
C 9.300 -5.478 2.840
C 8.003 -6.254 3.066
C 6.965 -5.141 2.997
O 7.485 -4.167 2.093
C 8.857 -4.440 1.815
H 10.124 -6.094 2.484
H 9.613 -4.988 3.765
H 7.848 -6.969 2.255
H 7.974 -6.798 4.009
H 6.819 -4.674 3.977
H 5.996 -5.480 2.630
H 8.939 -4.832 0.796
H 9.424 -3.510 1.872
*
```

Orbital gap = 7.1 eV
Lowest unoccupied orbital energy = 2.22 eV
Calculated total energy = -1840.7167 Eh